# 1
{"formula": "C36H96O12", "method": "wB97M-V/def2-TZVPD", "symbols": ["C", "C", "C", "O", "H", "H", "H", "H", "H", "H", "H", "H", "C", "C", "C", "O", "H", "H", "H", "H", "H", "H", "H", "H", "C", "C", "C", "O", "H", "H", "H", "H", "H", "H", "H", "H", "C", "C", "C", "O", "H", "H", "H", "H", "H", "H", "H", "H", "C", "C", "C", "O", "H", "H", "H", "H", "H", "H", "H", "H", "C", "C", "C", "O", "H", "H", "H", "H", "H", "H", "H", "H", "C", "C", "C", "O", "H", "H", "H", "H", "H", "H", "H", "H", "C", "C", "C", "O", "H", "H", "H", "H", "H", "H", "H", "H", "C", "C", "C", "O", "H", "H", "H", "H", "H", "H", "H", "H", "C", "C", "C", "O", "H", "H", "H", "H", "H", "H", "H", "H", "C", "C", "C", "O", "H", "H", "H", "H", "H", "H", "H", "H", "C", "C", "C", "O", "H", "H", "H", "H", "H", "H", "H", "H"], "coordinates": [[1.799, -3.357, 7.101], [2.976, -3.631, 7.930], [4.261, -3.148, 7.285], [2.812, -2.782, 9.033], [1.668, -2.372, 6.652], [0.978, -3.423, 7.815], [1.880, -4.181, 6.392], [3.139, -4.677, 8.187], [4.218, -2.070, 7.130], [4.542, -3.717, 6.399], [5.053, -3.244, 8.028], [2.436, -1.946, 8.747], [-7.515, 2.261, -3.026], [-6.982, 1.827, -1.622], [-7.216, 0.311, -1.436], [-5.574, 2.109, -1.601], [-7.881, 3.285, -2.953], [-8.365, 1.716, -3.435], [-6.739, 2.334, -3.787], [-7.329, 2.457, -0.803], [-6.690, -0.299, -2.170], [-8.264, 0.111, -1.656], [-6.931, -0.078, -0.458], [-5.465, 2.874, -1.032], [-4.950, 0.137, 5.824], [-5.349, 1.327, 6.641], [-6.843, 1.473, 6.939], [-4.615, 1.380, 7.802], [-5.047, 0.373, 4.764], [-5.541, -0.755, 6.035], [-3.911, -0.181, 5.909], [-4.909, 2.204, 6.166], [-7.395, 1.662, 6.019], [-6.972, 2.285, 7.655], [-7.278, 0.520, 7.241], [-4.943, 0.632, 8.307], [5.306, 4.796, -0.895], [6.167, 3.731, -1.655], [6.424, 4.167, -3.109], [7.421, 3.613, -0.992], [5.341, 4.487, 0.150], [4.239, 4.770, -1.117], [5.594, 5.837, -1.037], [5.598, 2.813, -1.508], [6.525, 3.385, -3.862], [7.319, 4.780, -3.212], [5.523, 4.706, -3.402], [7.909, 3.052, -1.600], [2.688, -1.410, -6.930], [2.107, -2.035, -8.203], [3.253, -2.315, -9.195], [1.366, -3.216, -7.913], [3.530, -1.995, -6.559], [1.907, -1.302, -6.177], [3.165, -0.468, -7.200], [1.482, -1.248, -8.623], [4.201, -1.788, -9.094], [2.855, -2.143, -10.195], [3.493, -3.372, -9.082], [0.493, -2.828, -8.012], [-2.364, 7.247, 2.845], [-3.694, 6.457, 2.654], [-4.831, 6.719, 3.518], [-4.191, 6.438, 1.376], [-2.454, 8.276, 2.500], [-1.505, 6.780, 2.362], [-2.069, 7.137, 3.889], [-3.428, 5.418, 2.850], [-5.682, 6.065, 3.331], [-5.257, 7.721, 3.468], [-4.503, 6.534, 4.541], [-4.498, 7.340, 1.261], [-1.289, 6.221, -4.490], [-2.220, 5.492, -5.556], [-1.960, 5.763, -7.058], [-2.252, 4.118, -5.345], [-0.475, 6.827, -4.886], [-0.907, 5.456, -3.814], [-1.887, 6.863, -3.843], [-3.196, 5.928, -5.339], [-2.754, 5.500, -7.757], [-0.985, 5.397, -7.383], [-1.773, 6.835, -7.000], [-2.538, 4.069, -4.430], [-3.502, -2.838, -5.294], [-4.118, -3.483, -6.501], [-5.644, -3.530, -6.536], [-3.688, -2.888, -7.705], [-3.807, -3.284, -4.347], [-3.742, -1.777, -5.236], [-2.436, -3.022, -5.156], [-3.723, -4.492, -6.626], [-6.058, -3.566, -5.528], [-6.192, -4.237, -7.159], [-6.064, -2.593, -6.902], [-4.020, -1.990, -7.630], [4.506, -6.629, 2.197], [5.883, -7.149, 1.830], [6.871, -6.599, 2.820], [5.865, -8.539, 1.905], [3.797, -7.039, 1.478], [4.414, -5.543, 2.209], [4.189, -6.957, 3.187], [6.083, -6.829, 0.807], [7.877, -6.957, 2.601], [6.606, -6.856, 3.846], [6.907, -5.545, 2.545], [5.343, -8.739, 2.686], [2.730, 2.941, 8.520], [1.281, 2.898, 8.850], [0.511, 3.781, 7.910], [0.841, 1.573, 8.859], [2.942, 2.809, 7.459], [3.346, 2.246, 9.090], [3.056, 3.978, 8.605], [1.302, 3.213, 9.894], [0.245, 3.484, 6.895], [0.993, 4.755, 7.823], [-0.361, 4.149, 8.451], [-0.112, 1.565, 8.977], [0.663, -0.985, 0.009], [0.245, 0.511, 0.473], [0.969, 1.002, 1.731], [0.604, 1.388, -0.479], [1.331, -1.015, -0.852], [-0.182, -1.646, -0.185], [1.238, -1.499, 0.780], [-0.842, 0.601, 0.490], [0.509, 0.721, 2.678], [0.939, 2.087, 1.826], [1.996, 0.639, 1.686], [0.089, 1.215, -1.270], [4.431, -8.224, -4.426], [3.135, -7.571, -5.017], [2.547, -6.424, -4.170], [3.428, -7.079, -6.252], [5.266, -7.526, -4.464], [4.643, -9.067, -5.085], [4.273, -8.368, -3.357], [2.316, -8.288, -5.059], [2.169, -6.929, -3.281], [1.803, -5.800, -4.663], [3.263, -5.701, -3.777], [2.794, -6.388, -6.456]], "de_lowest_kj_mol": 717.7, "e_homo_ev": -9.8}

***

# 2
{"formula": "C36H96O36S12", "method": "wB97M-V/def2-TZVPD", "symbols": ["C", "C", "O", "S", "C", "O", "O", "H", "H", "H", "H", "H", "H", "H", "H", "C", "C", "O", "S", "C", "O", "O", "H", "H", "H", "H", "H", "H", "H", "H", "C", "C", "O", "S", "C", "O", "O", "H", "H", "H", "H", "H", "H", "H", "H", "C", "C", "O", "S", "C", "O", "O", "H", "H", "H", "H", "H", "H", "H", "H", "C", "C", "O", "S", "C", "O", "O", "H", "H", "H", "H", "H", "H", "H", "H", "C", "C", "O", "S", "C", "O", "O", "H", "H", "H", "H", "H", "H", "H", "H", "C", "C", "O", "S", "C", "O", "O", "H", "H", "H", "H", "H", "H", "H", "H", "C", "C", "O", "S", "C", "O", "O", "H", "H", "H", "H", "H", "H", "H", "H", "C", "C", "O", "S", "C", "O", "O", "H", "H", "H", "H", "H", "H", "H", "H", "C", "C", "O", "S", "C", "O", "O", "H", "H", "H", "H", "H", "H", "H", "H", "C", "C", "O", "S", "C", "O", "O", "H", "H", "H", "H", "H", "H", "H", "H", "C", "C", "O", "S", "C", "O", "O", "H", "H", "H", "H", "H", "H", "H", "H"], "coordinates": [[1.468, 0.882, -3.906], [1.436, -0.302, -4.881], [0.050, -0.718, -5.057], [-0.219, -2.283, -5.429], [0.283, -2.260, -7.149], [0.655, -3.028, -4.536], [-1.657, -2.421, -5.370], [0.700, 0.946, -3.136], [1.431, 1.839, -4.430], [2.418, 0.890, -3.368], [1.931, -0.117, -5.834], [1.976, -1.133, -4.429], [-0.096, -1.334, -7.579], [-0.283, -3.088, -7.573], [1.352, -2.296, -7.340], [0.975, 1.250, 1.598], [-0.171, 0.419, 1.068], [-0.469, 0.707, -0.312], [-1.285, -0.369, -1.202], [0.046, -1.561, -1.495], [-2.306, -1.078, -0.472], [-1.614, 0.258, -2.459], [0.922, 2.297, 1.285], [1.898, 0.946, 1.094], [1.144, 1.281, 2.671], [0.003, -0.656, 1.092], [-1.031, 0.597, 1.715], [0.132, -2.070, -0.536], [0.918, -1.048, -1.884], [-0.397, -2.276, -2.187], [-1.368, 2.019, 4.975], [-0.216, 1.293, 5.721], [0.191, 1.937, 6.914], [-0.812, 1.853, 8.212], [-0.857, 0.110, 8.658], [-0.230, 2.577, 9.326], [-2.147, 2.304, 7.837], [-2.260, 2.164, 5.579], [-1.628, 1.566, 4.021], [-0.969, 3.031, 4.864], [-0.491, 0.239, 5.831], [0.609, 1.250, 5.009], [-1.043, -0.475, 7.763], [-1.671, 0.162, 9.381], [0.053, -0.128, 9.202], [3.590, 4.015, 2.349], [4.142, 5.415, 2.161], [5.196, 5.591, 3.122], [5.957, 7.019, 3.189], [7.201, 6.711, 1.920], [5.056, 8.067, 2.812], [6.604, 7.056, 4.474], [4.368, 3.294, 2.091], [2.789, 3.764, 1.654], [3.299, 3.923, 3.393], [4.481, 5.553, 1.131], [3.364, 6.171, 2.275], [7.887, 5.916, 2.203], [7.812, 7.581, 1.681], [6.748, 6.439, 0.966], [0.191, -3.986, 1.957], [-1.313, -3.799, 1.798], [-1.935, -3.474, 3.061], [-1.888, -2.001, 3.695], [-3.152, -1.313, 2.606], [-2.415, -2.060, 5.034], [-0.608, -1.403, 3.459], [0.398, -4.794, 2.660], [0.644, -3.089, 2.376], [0.552, -4.229, 0.961], [-1.467, -3.074, 0.995], [-1.793, -4.737, 1.530], [-3.119, -0.225, 2.590], [-4.099, -1.703, 2.971], [-2.972, -1.659, 1.590], [3.594, 1.022, 3.948], [3.384, -0.297, 4.663], [3.773, -1.482, 3.956], [5.350, -1.978, 4.137], [5.104, -2.845, 5.753], [5.662, -2.848, 3.039], [6.172, -0.805, 4.396], [3.482, 1.830, 4.672], [2.972, 1.139, 3.066], [4.648, 1.080, 3.665], [3.812, -0.371, 5.666], [2.313, -0.398, 4.868], [4.115, -2.591, 6.117], [5.974, -2.705, 6.382], [4.985, -3.868, 5.390], [5.052, -0.002, 0.344], [4.656, -1.255, -0.438], [5.367, -1.222, -1.692], [4.542, -1.719, -3.034], [5.535, -3.161, -3.457], [3.201, -2.156, -2.677], [4.839, -0.761, -4.056], [4.632, 0.955, 0.045], [6.142, 0.072, 0.361], [4.820, -0.152, 1.402], [4.823, -2.137, 0.179], [3.591, -1.183, -0.660], [6.533, -3.192, -3.033], [5.679, -3.150, -4.538], [4.945, -4.053, -3.254], [-5.068, 1.189, -1.602], [-4.470, 1.391, -0.187], [-5.281, 2.415, 0.423], [-5.159, 2.441, 2.062], [-6.371, 3.706, 2.348], [-5.646, 1.182, 2.567], [-3.808, 2.877, 2.383], [-5.005, 2.143, -2.117], [-6.101, 0.869, -1.480], [-4.518, 0.351, -2.029], [-4.530, 0.533, 0.487], [-3.415, 1.669, -0.235], [-6.184, 4.334, 3.209], [-7.353, 3.243, 2.247], [-6.416, 4.268, 1.410], [-5.469, -6.778, -3.337], [-4.225, -6.019, -3.805], [-4.547, -4.677, -4.166], [-4.682, -3.500, -3.019], [-2.984, -3.456, -2.423], [-4.871, -2.267, -3.745], [-5.640, -3.906, -2.020], [-5.298, -7.824, -3.076], [-6.173, -6.961, -4.157], [-5.959, -6.149, -2.600], [-3.621, -5.977, -2.891], [-3.699, -6.462, -4.647], [-2.330, -3.940, -3.140], [-3.008, -3.910, -1.434], [-2.792, -2.390, -2.329], [-1.058, -6.489, -5.131], [-0.514, -5.363, -4.235], [0.196, -5.991, -3.165], [0.759, -5.118, -1.920], [2.185, -4.417, -2.688], [-0.212, -4.075, -1.613], [1.274, -5.973, -0.871], [-1.783, -6.047, -5.813], [-1.631, -7.126, -4.455], [-0.283, -7.051, -5.642], [0.234, -4.763, -4.763], [-1.305, -4.742, -3.815], [3.003, -5.129, -2.721], [2.504, -3.703, -1.922], [1.873, -3.855, -3.565], [0.421, 5.172, 2.417], [-0.271, 6.511, 2.564], [-0.780, 6.580, 3.902], [-2.331, 6.923, 4.264], [-3.063, 5.344, 3.906], [-2.356, 7.213, 5.669], [-2.842, 7.827, 3.264], [-0.322, 4.375, 2.325], [1.223, 4.924, 3.104], [0.797, 5.155, 1.384], [0.444, 7.329, 2.440], [-0.960, 6.723, 1.744], [-4.122, 5.381, 4.140], [-2.509, 4.580, 4.443], [-2.869, 5.289, 2.837], [-0.640, 3.257, -6.882], [-1.124, 1.803, -6.950], [-2.562, 1.934, -6.789], [-3.484, 0.680, -7.218], [-3.776, -0.088, -5.567], [-4.724, 1.249, -7.700], [-2.723, -0.268, -7.994], [0.059, 3.428, -7.705], [-0.137, 3.391, -5.926], [-1.411, 3.984, -7.119], [-0.940, 1.433, -7.961], [-0.680, 1.103, -6.246], [-4.522, 0.606, -5.191], [-2.888, -0.198, -4.948], [-4.107, -1.107, -5.749]], "de_lowest_kj_mol": 615.3, "e_homo_ev": -10.8}

***

# 3
{"formula": "C36H97N3O11", "method": "wB97M-V/def2-TZVPD", "symbols": ["C", "O", "C", "C", "C", "N", "H", "H", "H", "H", "H", "H", "H", "H", "H", "H", "H", "C", "O", "C", "C", "C", "N", "H", "H", "H", "H", "H", "H", "H", "H", "H", "H", "H", "C", "O", "C", "C", "C", "N", "H", "H", "H", "H", "H", "H", "H", "H", "H", "H", "H", "C", "C", "C", "O", "H", "H", "H", "H", "H", "H", "H", "H", "C", "C", "C", "O", "H", "H", "H", "H", "H", "H", "H", "H", "C", "C", "C", "O", "H", "H", "H", "H", "H", "H", "H", "H", "C", "C", "C", "O", "H", "H", "H", "H", "H", "H", "H", "H", "C", "C", "C", "O", "H", "H", "H", "H", "H", "H", "H", "H", "C", "C", "C", "O", "H", "H", "H", "H", "H", "H", "H", "H", "C", "C", "C", "O", "H", "H", "H", "H", "H", "H", "H", "H", "C", "C", "C", "O", "H", "H", "H", "H", "H", "H", "H", "H"], "coordinates": [[13.149, 9.563, 9.417], [13.507, 10.336, 10.511], [12.888, 9.871, 11.689], [11.375, 10.026, 11.765], [10.928, 11.494, 11.448], [11.064, 9.505, 13.104], [12.128, 9.855, 9.078], [13.101, 8.514, 9.608], [13.845, 9.809, 8.607], [13.064, 8.758, 11.686], [13.470, 10.339, 12.483], [10.860, 9.336, 10.993], [9.850, 11.507, 11.218], [11.389, 11.897, 10.567], [11.127, 12.164, 12.264], [11.099, 10.190, 13.824], [10.314, 8.830, 13.226], [10.215, 13.732, 14.199], [11.002, 14.345, 13.204], [12.377, 14.307, 13.466], [13.155, 15.095, 12.441], [12.722, 14.789, 10.986], [14.534, 14.798, 12.761], [9.330, 13.508, 13.634], [9.949, 14.479, 14.975], [10.721, 12.855, 14.687], [12.607, 14.615, 14.476], [12.684, 13.277, 13.356], [12.917, 16.151, 12.620], [12.763, 13.749, 10.742], [13.434, 15.391, 10.371], [11.657, 15.062, 10.878], [15.254, 15.319, 12.271], [14.729, 13.796, 12.596], [25.191, 13.453, 16.908], [24.215, 12.841, 16.063], [23.117, 13.641, 15.658], [22.185, 12.827, 14.746], [21.058, 13.854, 14.288], [21.526, 11.696, 15.327], [24.787, 13.658, 17.897], [25.619, 14.372, 16.495], [25.989, 12.717, 17.044], [22.496, 14.005, 16.486], [23.416, 14.561, 15.178], [22.718, 12.457, 13.876], [21.383, 14.649, 13.585], [20.651, 14.395, 15.150], [20.253, 13.282, 13.832], [22.222, 11.034, 15.609], [21.053, 12.011, 16.181], [19.313, 15.234, 10.740], [17.991, 14.946, 11.500], [18.099, 15.550, 12.868], [16.916, 15.556, 10.816], [19.641, 16.272, 10.943], [19.199, 15.050, 9.652], [20.078, 14.605, 11.186], [17.748, 13.878, 11.414], [18.903, 15.024, 13.414], [17.193, 15.547, 13.425], [18.394, 16.618, 12.734], [17.006, 15.316, 9.918], [20.122, 10.220, 11.527], [20.897, 10.463, 10.249], [21.846, 9.298, 9.936], [19.921, 10.530, 9.170], [20.692, 10.340, 12.442], [19.668, 9.215, 11.358], [19.280, 10.913, 11.619], [21.389, 11.448, 10.242], [22.556, 8.901, 10.707], [22.414, 9.595, 9.017], [21.282, 8.372, 9.717], [20.323, 10.167, 8.373], [14.507, 13.116, 8.079], [15.727, 13.121, 8.946], [16.460, 11.775, 8.961], [16.697, 14.055, 8.509], [13.927, 14.049, 8.168], [13.855, 12.275, 8.346], [14.762, 13.068, 7.043], [15.397, 13.519, 9.886], [16.661, 11.465, 7.932], [15.883, 10.992, 9.445], [17.407, 11.896, 9.437], [17.076, 13.690, 7.714], [13.047, 10.456, 16.970], [13.279, 11.965, 16.907], [12.754, 12.653, 18.134], [14.661, 12.196, 16.613], [13.367, 9.940, 16.067], [12.007, 10.201, 17.064], [13.564, 10.058, 17.809], [12.680, 12.398, 16.038], [12.983, 12.161, 19.097], [11.679, 12.805, 18.078], [13.162, 13.666, 18.278], [14.805, 13.154, 16.594], [18.512, 11.320, 16.744], [18.524, 12.545, 17.642], [18.307, 12.120, 19.040], [19.772, 13.139, 17.483], [17.503, 10.914, 16.865], [19.174, 10.544, 17.150], [18.830, 11.555, 15.740], [17.845, 13.330, 17.286], [18.338, 12.928, 19.700], [19.044, 11.353, 19.420], [17.335, 11.627, 19.222], [19.808, 13.803, 18.228], [16.955, 11.961, 13.547], [16.471, 11.250, 12.315], [16.170, 9.752, 12.571], [15.307, 11.952, 11.924], [16.121, 12.041, 14.245], [17.299, 12.921, 13.224], [17.796, 11.431, 13.973], [17.257, 11.316, 11.561], [15.472, 9.387, 11.760], [15.685, 9.655, 13.539], [17.016, 9.079, 12.578], [15.041, 11.552, 11.120], [17.803, 8.151, 7.273], [16.900, 8.381, 8.466], [16.083, 7.133, 8.740], [17.563, 8.787, 9.622], [17.200, 7.594, 6.535], [18.619, 7.510, 7.587], [18.152, 9.100, 6.809], [16.098, 9.123, 8.113], [15.558, 6.842, 7.804], [15.382, 7.179, 9.528], [16.750, 6.277, 8.945], [18.210, 9.471, 9.455], [15.884, 16.960, 15.857], [16.070, 15.552, 16.393], [16.029, 15.619, 17.926], [14.985, 14.806, 16.013], [15.866, 17.041, 14.803], [16.768, 17.557, 16.214], [14.978, 17.410, 16.278], [17.030, 15.119, 16.027], [16.826, 16.363, 18.196], [16.350, 14.670, 18.340], [15.070, 15.908, 18.309], [14.681, 15.034, 15.129]], "de_lowest_kj_mol": 74.7, "e_homo_ev": -8.7}